Entry 1:
Here is 2 unconnected molecules or ions with the total composition C4H6N3S3 from the Open Molecules 2025 dataset. Energies are from ωB97M-V with the def2-TZVPD basis set.

The calculated total energy comes out at -1514.5468 a.u. Its orbital gap (spin up / spin down) is 7.239 / 7.238 eV. The charge is +1. The calculation puts the largest force on an atom at 4.9 eV Å⁻¹.

Element x y z (Å)
C 0.336 0.232 0.995
C -1.811 -0.002 1.752
C -0.240 -0.444 -1.599
C 0.067 -1.108 0.603
N -0.709 0.809 1.583
N -1.283 -1.179 -1.855
N 1.440 0.907 0.790
S -3.247 0.582 2.107
S 0.794 0.709 -1.887
S -1.438 -1.643 1.220
H 0.933 -1.728 0.479
H -0.556 1.689 2.048
H -1.776 -1.641 -1.178
H -1.316 -1.334 -2.844
H 2.074 0.617 -0.003
H 1.484 1.858 1.101

Forces on the atoms, in the same order (eV/Å):
C -0.3 -1.8 0.1
C -0.7 0.4 -0.4
C 0.5 0.8 2.5
C 1.3 1.6 -1.2
N 0.7 -0.1 0.5
N 3.3 2.4 -2.8
N 1.7 -0.6 -1.2
S -1.0 0.0 0.7
S -0.9 -0.9 -1.7
S -0.4 -0.1 0.6
H 0.0 -0.6 -0.2
H -0.9 0.3 0.1
H -1.6 -1.7 2.0
H -1.2 -0.6 -0.5
H -0.8 0.4 1.7
H 0.2 0.4 -0.1

Mulliken atomic charge list, values in e, 6 entries: atom 1 (C): 0.402, atom 2 (C): 0.254, atom 3 (C): 0.604, atom 4 (C): -0.660, atom 5 (N): -0.094, atom 6 (N): -0.195


Entry 2:
Here is 2 unconnected molecules or ions with the total composition C4H6N4 from the Open Molecules 2025 dataset. Energies are from ωB97M-V with the def2-TZVPD basis set.

The calculated total energy comes out at -374.8874 a.u. Its orbital gap (spin up / spin down) is 8.599 / 8.595 eV. For the relative energy (zero: lowest compared OMol25 entry of this formula, charge and spin), the calculation gives 456.80 kJ/mol. The calculation puts the largest force on an atom at 3.8 eV Å⁻¹.

Element x y z (Å)
C 4.179 -0.656 -0.557
C 2.118 -0.619 -0.332
C -0.214 -0.825 0.395
C -2.307 0.362 0.139
N 3.133 -1.430 -0.182
N 3.858 0.568 -0.910
N -0.911 0.073 -0.001
N 2.517 0.584 -0.754
H 5.189 -1.010 -0.558
H -0.171 -1.744 0.938
H -2.430 1.061 0.966
H -2.904 -0.533 0.334
H -2.643 0.845 -0.778
H 1.977 1.409 -0.955

Forces on the atoms, in the same order (eV/Å):
C -0.1 0.4 -0.1
C -3.6 -0.4 1.3
C 2.6 1.2 -1.7
C -0.6 0.0 0.1
N -0.4 -0.2 0.1
N 0.7 0.5 -0.3
N 1.0 -0.6 0.2
N 0.2 -0.4 0.1
H 0.3 0.0 -0.1
H -0.1 -0.4 0.3
H 0.0 0.0 -0.1
H 0.0 0.1 0.0
H -0.1 0.0 0.1
H 0.1 -0.2 0.0

Mulliken atomic charge list, values in e, 6 entries: atom 1 (C): -0.053, atom 2 (C): 0.022, atom 3 (C): 0.114, atom 4 (C): -0.710, atom 5 (N): -0.519, atom 6 (N): -0.766


Entry 3:
Here is 2 unconnected molecules or ions with the total composition C4H6N4 from the Open Molecules 2025 dataset. Energies are from ωB97M-V with the def2-TZVPD basis set.

The calculated total energy comes out at -374.7527 a.u. Its orbital gap (spin up / spin down) is 6.981 / 7.859 eV. For the relative energy (zero: lowest compared OMol25 entry of this formula, charge and spin), the calculation gives 810.36 kJ/mol. The calculation puts the largest force on an atom at 6.9 eV Å⁻¹.

Element x y z (Å)
C -0.595 -0.601 -0.088
C 1.494 0.036 0.107
C -2.769 -0.706 0.203
C 2.671 0.540 -0.199
N 0.183 -1.626 0.386
N 1.418 -1.257 0.537
N 0.101 0.510 -0.084
N -0.348 1.730 -0.379
H -3.374 -0.504 -0.661
H -2.921 0.125 0.815
H 3.077 1.473 -0.520
H 3.375 -0.207 -0.139
H -2.651 -2.010 0.309
H 0.339 2.498 -0.288

Forces on the atoms, in the same order (eV/Å):
C -4.0 -1.7 1.4
C -1.2 0.9 0.2
C 4.4 -4.9 -2.2
C -0.1 1.4 -0.3
N -1.1 -0.1 -0.2
N -0.8 -0.7 -0.5
N 1.9 3.0 -0.9
N -0.3 -0.7 0.1
H 0.5 -0.1 -1.0
H 0.1 0.4 2.2
H -0.7 0.7 -0.3
H 1.8 -1.5 0.5
H -0.7 4.6 0.7
H 0.3 -1.2 0.2

Mulliken atomic charge list, values in e, 6 entries: atom 1 (C): 0.383, atom 2 (C): 0.490, atom 3 (C): -0.708, atom 4 (C): -0.761, atom 5 (N): -0.293, atom 6 (N): -0.415


Entry 4:
Here is C4H6N4 in the gas phase from the Open Molecules 2025 dataset. Energies are from ωB97M-V with the def2-TZVPD basis set.

The calculated total energy comes out at -375.0177 a.u. Its orbital gap is 8.935 eV. Its SMILES is [H]/N=C1/NC(=C)N/C1=N/[H]. For the relative energy (zero: lowest compared OMol25 entry of this formula, charge and spin), the calculation gives 114.76 kJ/mol. The calculation puts the largest force on an atom at 4.1 eV Å⁻¹.

Element x y z (Å)
C -1.351 1.418 1.921
C -0.633 0.788 0.946
C 0.066 -1.069 -0.255
C 0.686 0.175 -0.872
H -1.150 2.501 2.084
H -1.908 0.616 2.381
H -1.085 -1.200 1.527
H 0.636 -2.292 -1.495
H 1.837 -0.498 -2.328
H 0.524 2.096 -0.305
N -0.566 -0.578 0.838
N 0.037 -2.259 -0.687
N 1.573 0.347 -1.799
N 0.175 1.191 -0.109

Forces on the atoms, in the same order (eV/Å):
C 2.1 -0.2 -2.2
C 0.0 0.8 0.5
C 0.0 0.3 -1.1
C 1.6 -0.6 -0.9
H -1.0 -1.2 0.2
H -0.5 1.0 1.2
H 1.1 1.2 -1.6
H 0.2 -0.3 -0.5
H -0.4 0.4 0.7
H -0.1 1.0 0.2
N -2.1 -2.7 2.3
N 0.1 0.2 0.7
N -1.4 -0.3 0.8
N 0.3 0.5 -0.3

Mulliken atomic charge list, values in e, 6 entries: atom 1 (C): -0.967, atom 2 (C): 0.316, atom 3 (C): 0.429, atom 4 (C): 0.588, atom 5 (H): 0.265, atom 6 (H): 0.252


Entry 5:
Here is C4H6N4 in the gas phase from the Open Molecules 2025 dataset. Energies are from ωB97M-V with the def2-TZVPD basis set.

The calculated total energy comes out at -374.7780 a.u. Its orbital gap is 9.227 eV. Its SMILES is [H]/N=C\NN1C[C@@H]1C#N. For the relative energy (zero: lowest compared OMol25 entry of this formula, charge and spin), the calculation gives 744.10 kJ/mol. The calculation puts the largest force on an atom at 10.9 eV Å⁻¹.

Element x y z (Å)
C 1.696 0.274 -0.258
C -0.661 -1.195 -0.531
C -1.732 -0.380 0.279
C -2.033 0.943 0.019
H 3.347 1.636 0.543
H 1.548 -0.541 -1.236
H 0.650 0.930 1.776
H -0.248 -1.061 -1.715
H -1.080 -2.260 -0.528
H -2.435 -1.176 0.697
N 2.949 0.768 -0.185
N 0.557 0.492 0.722
N -0.383 -0.535 0.814
N -2.177 2.104 -0.397

Forces on the atoms, in the same order (eV/Å):
C 3.2 0.8 1.2
C -1.8 -0.7 -1.7
C 0.6 -2.7 -0.5
C -2.1 9.7 -4.4
H -2.5 -3.5 -2.1
H 0.2 2.7 3.5
H 0.6 -1.5 -4.0
H -1.2 0.7 3.9
H 1.4 1.4 0.6
H 0.6 2.1 -0.1
N -2.8 1.1 1.0
N 1.7 1.5 0.4
N 1.2 -3.7 -1.1
N 0.9 -8.0 3.2

Mulliken atomic charge list, values in e, 6 entries: atom 1 (C): 0.175, atom 2 (C): -0.402, atom 3 (C): -0.166, atom 4 (C): 0.383, atom 5 (H): 0.256, atom 6 (H): 0.208


Entry 6:
Here is C4H6N4 in the gas phase from the Open Molecules 2025 dataset. Energies are from ωB97M-V with the def2-TZVPD basis set.

The calculated total energy comes out at -374.8949 a.u. Its orbital gap is 10.708 eV. Its SMILES is C=Cc1nnnn1C. For the relative energy (zero: lowest compared OMol25 entry of this formula, charge and spin), the calculation gives 436.96 kJ/mol. The calculation puts the largest force on an atom at 5.3 eV Å⁻¹.

Element x y z (Å)
C 0.447 1.728 -0.002
C 0.508 -0.833 0.218
C -0.971 -1.217 -0.043
C -2.066 -0.475 0.042
H -0.588 1.403 -0.711
H 1.257 2.468 -0.451
H 0.123 1.874 1.147
H -0.879 -2.296 -0.093
H -3.149 -0.934 -0.425
H -2.093 0.662 0.187
N 1.096 0.379 0.191
N 2.412 0.121 -0.115
N 2.535 -1.133 -0.045
N 1.368 -1.747 0.100

Forces on the atoms, in the same order (eV/Å):
C -1.3 -2.0 0.7
C -4.9 2.1 -0.5
C 2.4 0.5 2.0
C -3.2 0.5 -2.3
H 3.3 1.8 1.9
H -2.1 -1.6 1.1
H 0.4 0.9 -3.0
H -0.9 -0.1 -0.6
H 3.2 1.2 1.8
H 0.1 -2.1 0.0
N 0.4 0.5 -2.0
N -0.7 1.2 1.3
N 1.8 -0.6 -0.8
N 1.5 -2.3 0.2

Mulliken atomic charge list, values in e, 6 entries: atom 1 (C): -0.699, atom 2 (C): 0.562, atom 3 (C): -0.186, atom 4 (C): -0.692, atom 5 (H): 0.148, atom 6 (H): 0.301


Entry 7:
Here is 2 unconnected molecules or ions with the total composition C4H6N4OS from the Open Molecules 2025 dataset. Energies are from ωB97M-V with the def2-TZVPD basis set.

The calculated total energy comes out at -848.3454 a.u. Its orbital gap is 7.414 eV. For the relative energy (zero: lowest compared OMol25 entry of this formula, charge and spin), the calculation gives 327.29 kJ/mol. The calculation puts the largest force on an atom at 5.6 eV Å⁻¹.

Element x y z (Å)
C -1.757 1.268 -0.025
C -2.530 -0.764 -0.201
C -0.661 0.461 0.194
C 2.209 -1.189 -0.054
N -2.853 0.531 -0.298
N -1.138 -0.868 0.112
N 1.573 -1.787 -0.872
N 0.592 0.607 0.574
O 3.033 -0.829 0.689
S 1.406 1.926 0.615
H -1.722 2.270 0.105
H -3.229 -1.701 -0.432
H -0.545 -1.578 0.333
H 2.694 1.327 1.173
H 0.772 -1.659 -1.292
H 2.156 1.984 -0.621

Forces on the atoms, in the same order (eV/Å):
C 1.4 -3.0 -0.1
C 0.2 -0.2 -0.3
C -3.3 -1.4 -0.2
C 0.4 -0.3 0.0
N -1.0 -2.5 0.0
N -3.1 4.1 -1.3
N 4.6 -1.3 2.0
N 2.4 -0.3 0.8
O 0.2 0.4 0.3
S 3.1 -1.0 -0.1
H -0.4 3.0 0.0
H 1.9 2.5 0.7
H 1.3 -2.7 0.7
H -2.3 1.2 -0.8
H -4.8 1.0 -2.5
H -0.6 0.3 0.7

Mulliken atomic charge list, values in e, 6 entries: atom 1 (C): -0.507, atom 2 (C): -0.161, atom 3 (C): 0.483, atom 4 (C): 0.752, atom 5 (N): -0.627, atom 6 (N): -0.136


Entry 8:
Here is C4H6N4S in the gas phase from the Open Molecules 2025 dataset. Energies are from ωB97M-V with the def2-TZVPD basis set.

The calculated total energy comes out at -773.1433 a.u. Its orbital gap is 8.619 eV. Its SMILES is C=Cn1c(N)n[nH]c1=S. For the relative energy (zero: lowest compared OMol25 entry of this formula, charge and spin), the calculation gives 224.53 kJ/mol. The calculation puts the largest force on an atom at 5.8 eV Å⁻¹.

Element x y z (Å)
C -0.206 1.660 0.070
C 1.944 0.558 0.005
C 0.611 -2.139 -0.372
C 0.101 -1.052 0.218
N 0.747 2.531 0.164
N 1.934 1.935 0.219
N 0.664 0.160 -0.063
N -1.548 1.726 0.159
S 3.329 -0.245 -0.218
H 0.229 -3.124 -0.090
H 1.298 -2.063 -1.257
H -0.811 -1.127 0.981
H 2.814 2.540 0.464
H -1.897 1.957 1.007
H -2.096 1.291 -0.494

Forces on the atoms, in the same order (eV/Å):
C 4.0 -2.2 -0.3
C -0.2 1.2 0.1
C -0.4 -0.3 -0.7
C -1.3 -2.0 0.7
N -2.4 -0.5 0.4
N 2.3 1.0 0.4
N -2.6 5.1 0.8
N 3.0 0.4 -1.2
S 1.3 -1.0 0.1
H 0.2 0.3 -0.2
H -0.5 -0.1 1.4
H 2.3 0.5 -1.6
H -2.4 -2.0 -1.0
H -1.6 0.8 2.9
H -1.5 -1.1 -1.6

Mulliken atomic charge list, values in e, 6 entries: atom 1 (C): 0.349, atom 2 (C): 0.218, atom 3 (C): -0.746, atom 4 (C): 0.170, atom 5 (N): -0.582, atom 6 (N): 0.108


Entry 9:
Here is a gas-phase ion, C4H6N5O (charge -1) from the Open Molecules 2025 dataset. Energies are from ωB97M-V with the def2-TZVPD basis set.

The calculated total energy comes out at -504.9995 a.u. Its orbital gap is 7.575 eV. Its SMILES is O=CCC/N=c1\[n-]nn[nH]1. The charge is -1. For the relative energy (zero: lowest compared OMol25 entry of this formula, charge and spin), the calculation gives 132.85 kJ/mol. The calculation puts the largest force on an atom at 4.3 eV Å⁻¹.

Element x y z (Å)
C -1.857 0.780 -0.843
C 0.725 -0.691 0.392
C 0.294 -0.201 -0.962
C 0.104 0.365 1.317
N -3.681 0.243 -1.767
N -2.412 -0.100 -1.653
N -2.855 1.650 -0.490
N -3.998 1.280 -1.104
N -0.610 0.850 -0.523
O -0.699 0.079 2.188
H 0.393 -1.825 0.654
H 1.875 -0.834 0.519
H 1.223 0.192 -1.473
H -0.043 -1.111 -1.560
H 0.606 1.262 1.265
H -2.703 2.429 0.133

Forces on the atoms, in the same order (eV/Å):
C -0.7 0.2 -0.5
C 1.8 -3.6 1.6
C 1.0 -0.9 -0.7
C -0.6 -3.0 -0.2
N -1.6 -0.3 -0.8
N -0.3 -1.0 -0.6
N 1.8 0.1 0.7
N -0.4 0.2 0.3
N 1.3 0.7 -0.2
O -0.3 0.2 0.6
H 0.1 2.8 -0.5
H -1.6 0.7 -0.1
H -1.1 0.0 0.1
H -0.2 1.6 0.4
H 1.3 2.4 0.3
H -0.6 -0.1 -0.2

Mulliken atomic charge list, values in e, 6 entries: atom 1 (C): 0.440, atom 2 (C): -0.597, atom 3 (C): -0.294, atom 4 (C): 0.103, atom 5 (N): -0.390, atom 6 (N): -0.258